# 1
This record from OMol25 describes 2 unconnected molecules or ions with the total composition C6H6Cl2NO4S at a distorted geometry. The level of theory is ωB97M-V with the def2-TZVPD basis set.

Geometry as ORCA input:
```
! RIJCOSX wB97M-V def2-TZVPD def2/J DEFGRID3
* xyz -1 1
C -0.03497 -0.02691 -1.23728
C -1.38515 0.51243 -0.53003
C 1.25915 0.53855 -0.70578
C -2.10996 -0.30671 0.24663
C 0.77036 -0.70389 1.36212
C 1.25150 0.44273 0.81357
N -1.96189 1.59502 -1.11349
O -0.03457 -1.39686 -1.16434
O -2.63252 2.51772 -0.59412
O 1.76485 -2.64644 -0.14113
O -0.52851 -2.90967 0.64266
S 0.54594 -2.03578 0.23855
Cl -3.44263 0.36435 1.02351
Cl 2.83832 3.18942 1.45736
H 0.01009 0.23066 -2.24373
H 2.03378 0.02351 -1.25906
H 1.30320 1.58192 -0.82364
H -2.15544 -1.41464 0.29522
H 0.68882 -0.82696 2.42101
H 1.81962 1.27156 1.31197
*
```

- E_LUMO (spin up / spin down): 0.055 / 0.055 Eh
- Relative energy (zero: lowest compared OMol25 entry of this formula, charge and spin): 3.107 eV

Atomic partial charges in e from the Löwdin method, atoms 1 to 4: atom 1 (C): -0.322, atom 2 (C): -0.285, atom 3 (C): -0.124, atom 4 (C): -0.488

***

# 2
This record from OMol25 describes 4 unconnected molecules or ions with the total composition C30H59F2NO2Si at a distorted geometry. The level of theory is ωB97M-V with the def2-TZVPD basis set.

Geometry as ORCA input:
```
! RIJCOSX wB97M-V def2-TZVPD def2/J DEFGRID3
* xyz 0 1
C -1.18267 5.42044 1.35880
Si -0.14850 4.03659 0.57174
C 1.16642 4.83958 -0.53099
C 0.65209 2.94349 1.91793
C 1.95829 2.23437 1.44651
C 1.75990 0.74339 1.13958
F 2.90556 0.29987 0.56164
F 0.76512 0.66318 0.20123
N 1.47860 0.02478 2.33769
C 1.35320 -1.37022 2.15966
O 0.95819 -1.94235 1.16394
O 1.68091 -2.11730 3.24332
C -1.23424 2.91055 -0.50409
C -0.89265 2.74844 -1.84246
C -1.62782 1.91038 -2.65017
C -2.71431 1.22892 -2.14391
C -3.05722 1.39463 -0.82000
C -2.32973 2.22553 -0.00576
H -1.48935 6.11120 0.56917
H -0.59022 5.92280 2.13371
H -2.04627 4.97908 1.87284
H 1.60849 4.04923 -1.14974
H 1.98641 5.24607 0.07215
H 0.68420 5.60081 -1.15032
H 0.96256 3.65411 2.69996
H -0.07533 2.26696 2.38067
H 2.65019 2.26345 2.29834
H 2.46518 2.74195 0.62370
H 0.70715 0.42490 2.85576
H 1.68887 -3.02612 2.91103
H -0.04383 3.25403 -2.29039
H -1.33779 1.76892 -3.68891
H -3.27786 0.54599 -2.77333
H -3.90661 0.82129 -0.45380
H -2.59897 2.32827 1.04420
C -5.48220 3.66743 -0.17565
C -6.74521 2.81394 -0.21867
C -7.54809 2.99264 -1.50716
C -8.08349 4.40674 -1.74059
C -8.98275 4.94529 -0.62766
C -10.25581 4.12725 -0.43329
H -5.71271 4.73365 -0.21960
H -4.93424 3.48800 0.75089
H -4.82307 3.42463 -1.00925
H -7.36897 3.03344 0.65258
H -6.46134 1.76075 -0.13172
H -8.37871 2.28099 -1.50813
H -6.91731 2.71627 -2.35837
H -8.64272 4.41439 -2.68179
H -7.24731 5.09665 -1.88383
H -9.26206 5.97300 -0.87595
H -8.43207 4.99885 0.31540
H -10.84755 4.10718 -1.35093
H -10.87187 4.56241 0.35525
H -10.03490 3.09812 -0.14588
C 1.64775 -3.24950 -1.50083
C 0.67092 -4.14787 -2.25323
C 0.39514 -5.46770 -1.53295
C 1.61891 -6.36795 -1.34984
C 2.33056 -6.75716 -2.64545
C 1.45259 -7.56656 -3.59488
H 2.62647 -3.72274 -1.38873
H 1.79644 -2.31235 -2.04142
H 1.26756 -3.00947 -0.51068
H 1.04388 -4.33666 -3.26460
H -0.27635 -3.61463 -2.37357
H -0.38314 -6.01224 -2.07599
H -0.02594 -5.25079 -0.54576
H 1.30402 -7.28018 -0.83178
H 2.33767 -5.87919 -0.68569
H 3.21166 -7.35307 -2.39053
H 2.70328 -5.86634 -3.15788
H 1.11372 -8.48901 -3.11825
H 2.01053 -7.83681 -4.49299
H 0.57425 -7.00252 -3.91227
C 5.47269 -3.07414 0.16666
C 5.37389 -3.10059 1.68855
C 5.44656 -1.71016 2.32022
C 6.75676 -0.95858 2.07877
C 8.01270 -1.68391 2.56257
C 8.02871 -1.91991 4.06981
H 6.42465 -2.66008 -0.16957
H 5.39378 -4.08465 -0.23932
H 4.66726 -2.47477 -0.26372
H 6.15548 -3.74692 2.09811
H 4.42094 -3.55939 1.97050
H 5.26885 -1.80097 3.39579
H 4.62295 -1.10313 1.93167
H 6.69522 0.01374 2.57855
H 6.86362 -0.74066 1.01249
H 8.88500 -1.08155 2.29376
H 8.12808 -2.63710 2.03950
H 7.96880 -0.97321 4.61104
H 8.95163 -2.42029 4.36758
H 7.19697 -2.54985 4.38900
*
```

- Structure (SMILES): C[Si](C)(CCC(F)(F)NC(=O)O)c1ccccc1.CCCCCC.CCCCCC.CCCCCC
- E_LUMO: 0.017 Eh

Atomic partial charges in e from the Löwdin method, atoms 1 to 4: atom 1 (C): -0.171, atom 2 (Si): 0.609, atom 3 (C): -0.178, atom 4 (C): -0.218

***

# 3
This record from OMol25 describes a single C18H22N2O3 molecule. The level of theory is ωB97M-V with the def2-TZVPD basis set.

Geometry as ORCA input:
```
! RIJCOSX wB97M-V def2-TZVPD def2/J DEFGRID3
* xyz 0 1
C -4.35039 1.90687 2.53564
O -3.24913 1.03269 2.52402
C -2.68300 0.71859 1.31464
C -3.03532 1.27829 0.09836
C -2.35173 0.93058 -1.05777
C -1.31262 0.01909 -1.01882
C -0.51277 -0.33111 -2.24348
N -0.17054 -1.74158 -2.25907
C 0.85957 -2.11000 -3.21609
C 2.22265 -2.28062 -2.51589
C 2.64124 -1.03287 -1.79425
C 2.54064 -0.94480 -0.41195
C 2.86439 0.22505 0.25353
C 3.30576 1.32356 -0.46433
C 3.43193 1.24259 -1.84114
C 3.10117 0.07257 -2.50095
C -0.97705 -0.56590 0.19596
C -1.64602 -0.23269 1.35691
O -1.38828 -0.81902 2.57739
C -0.03893 -0.88781 2.98135
C 0.51193 0.46800 3.44039
N -0.44286 1.34419 3.79043
O 1.70148 0.69267 3.49506
H -4.07591 2.90461 2.17682
H -4.66449 1.97219 3.57640
H -5.17703 1.51877 1.93327
H -3.83263 2.00188 0.03697
H -2.63460 1.39003 -1.99345
H 0.42495 0.23357 -2.20879
H -1.05968 -0.01374 -3.14986
H -1.01049 -2.29367 -2.38535
H 0.95235 -1.35784 -4.01261
H 0.60069 -3.06243 -3.68682
H 2.14239 -3.10421 -1.80553
H 2.96411 -2.54474 -3.27362
H 2.21196 -1.81008 0.14660
H 2.77280 0.28577 1.32814
H 3.55782 2.23850 0.05078
H 3.78819 2.09420 -2.40354
H 3.19908 0.01478 -3.57667
H -0.18425 -1.29460 0.20203
H 0.61967 -1.28439 2.20317
H -0.01646 -1.57159 3.83547
H -0.18249 2.26830 4.08925
H -1.41810 1.10633 3.67740
*
```

- Structure (SMILES): COc1ccc(CNCCc2ccccc2)cc1OCC(N)=O
- E_LUMO: 0.027 Eh
- Relative energy (zero: lowest compared OMol25 entry of this formula, charge and spin): 1.735 eV

Atomic partial charges in e from the Löwdin method, atoms 1 to 4: atom 1 (C): -0.080, atom 2 (O): -0.101, atom 3 (C): -0.201, atom 4 (C): -0.013

***

no.,E (eV)
1,-51876.3348
2,-50967.1883
3,-28145.7494